Entry 1:
Molecular formula: C41H48Br3ClO4Si2
Method: DFT, wB97M-V/def2-TZVPD

```
99
Properties=species:S:1:pos:R:3:forces:R:3:mulliken_charge:R:1
C -0.847 2.124 4.568 -0.455 -0.709 -0.640 -1.18
C -1.328 2.836 3.300 0.530 0.361 0.545 -0.39
C -0.271 2.932 2.197 -0.498 -0.537 0.035 -0.16
Br 1.283 3.984 2.743 -0.187 -0.077 -0.017 -0.09
Si 0.201 1.260 1.449 0.572 0.888 0.671 0.35
C 1.779 1.457 0.450 -0.092 -0.113 -0.489 -0.51
O 1.551 2.057 -0.849 -0.357 -0.697 -0.131 -0.34
C 2.570 1.714 -1.705 1.575 0.910 0.110 0.58
C 2.204 0.888 -2.888 -0.079 -0.044 -0.132 -0.49
O 3.700 2.097 -1.505 -0.858 -0.391 0.087 -0.57
C -1.335 0.749 0.443 0.036 0.637 -0.466 -0.83
C -1.094 0.052 -0.844 0.146 -1.522 -0.343 0.28
O -0.902 -1.124 -0.983 -0.243 1.279 0.137 -0.53
Cl -1.155 1.096 -2.312 -0.060 -0.355 0.619 -0.25
O 0.552 0.177 2.664 -0.236 -0.295 -0.910 -0.19
Si 0.539 -1.437 2.259 0.079 -0.797 0.414 0.42
C 1.682 -2.465 3.339 -0.489 0.609 -0.304 0.12
Br 0.839 -3.374 4.799 0.065 0.097 -0.118 -0.16
C 2.982 -2.601 3.129 0.161 -0.188 0.280 0.44
C 3.932 -3.434 3.906 -0.058 -0.289 -0.162 -1.49
Br 3.826 -1.657 1.702 -0.090 0.038 0.077 -0.10
H -1.109 1.075 4.497 0.027 -0.307 0.107 0.21
H -1.331 2.499 5.457 0.039 0.301 0.261 0.43
H 0.229 2.154 4.642 0.289 0.247 0.301 0.30
H -2.206 2.356 2.878 -0.233 -0.214 -0.100 0.36
H -1.657 3.827 3.592 -0.020 0.391 -0.238 0.28
H -0.726 3.470 1.373 0.121 0.349 -0.249 0.07
H 2.531 2.030 0.977 0.087 0.131 0.337 0.53
H 2.205 0.465 0.296 0.057 -0.272 0.047 0.30
H 3.092 0.597 -3.423 0.410 0.018 -0.005 0.39
H 1.603 1.477 -3.568 -0.428 0.051 -0.068 0.27
H 1.676 -0.012 -2.598 -0.362 -0.072 0.089 -0.14
H -1.850 1.676 0.209 -0.020 0.308 0.071 0.57
H -2.033 0.172 1.036 0.034 -0.434 0.258 0.51
H 0.946 -1.656 0.861 0.024 0.241 -0.047 -0.22
H -0.810 -2.018 2.415 -0.052 0.203 0.110 -0.24
H 4.491 -4.057 3.219 0.382 -0.035 -0.130 0.35
H 3.406 -4.098 4.575 -0.206 -0.074 0.244 0.44
H 4.607 -2.820 4.486 0.302 0.167 0.063 0.34
C 8.364 -4.571 7.664 0.006 0.005 0.007 -0.38
C 7.721 -5.217 6.618 0.012 -0.013 -0.011 -0.39
C 6.347 -5.092 6.466 -0.029 0.016 -0.024 -0.33
C 5.618 -4.313 7.354 -0.017 -0.002 -0.021 -0.31
C 6.262 -3.665 8.398 -0.010 0.013 0.015 -0.45
C 7.635 -3.797 8.555 0.007 0.004 -0.002 -0.34
H 9.435 -4.671 7.785 0.009 -0.001 0.000 0.36
H 8.290 -5.819 5.922 0.003 -0.012 0.000 0.36
H 5.844 -5.600 5.653 0.000 -0.005 -0.008 0.36
H 4.547 -4.212 7.233 -0.009 -0.003 0.009 0.40
H 5.694 -3.057 9.090 -0.006 0.000 0.009 0.36
H 8.136 -3.295 9.372 0.004 0.010 0.003 0.36
C -2.764 5.712 1.389 -0.068 -0.032 -0.019 -0.31
C -3.464 5.225 0.293 0.054 -0.058 0.002 -0.48
C -4.836 5.414 0.205 -0.020 -0.008 -0.016 -0.53
C -5.506 6.098 1.208 0.001 -0.001 0.004 -0.34
C -4.806 6.589 2.302 -0.012 -0.004 0.009 -0.43
C -3.436 6.392 2.394 0.014 0.001 0.026 -0.43
H -1.696 5.561 1.459 0.103 0.047 0.008 0.51
H -2.939 4.697 -0.494 -0.002 0.009 -0.019 0.54
H -5.382 5.029 -0.647 0.003 0.006 -0.016 0.38
H -6.575 6.250 1.138 -0.009 0.001 0.001 0.37
H -5.329 7.124 3.083 -0.004 0.002 0.009 0.36
H -2.890 6.770 3.249 0.008 0.013 -0.002 0.40
C 1.536 -4.147 -1.074 0.024 0.009 0.021 -0.48
C 2.486 -5.137 -1.279 -0.005 -0.016 0.023 -0.51
C 3.258 -5.130 -2.432 0.015 -0.001 0.001 -0.42
C 3.084 -4.128 -3.376 0.006 0.006 -0.013 -0.39
C 2.136 -3.136 -3.168 0.000 -0.007 0.032 -0.57
C 1.358 -3.145 -2.018 0.005 0.075 0.028 0.06
H 0.932 -4.154 -0.174 -0.010 0.004 -0.003 0.45
H 2.625 -5.916 -0.540 -0.005 -0.013 -0.002 0.39
H 3.995 -5.906 -2.596 0.013 -0.001 0.003 0.37
H 3.688 -4.121 -4.274 0.002 -0.001 -0.008 0.38
H 2.002 -2.355 -3.907 -0.016 0.005 -0.021 0.39
H 0.613 -2.376 -1.847 0.103 -0.131 -0.094 0.42
C -3.072 2.514 -5.604 -0.020 -0.010 -0.026 -0.10
C -3.785 3.237 -6.550 -0.022 -0.010 -0.007 -0.38
C -3.755 4.624 -6.530 0.008 0.003 0.002 -0.42
C -3.007 5.289 -5.568 -0.012 0.000 -0.002 -0.43
C -2.292 4.566 -4.624 0.000 0.014 0.021 -0.64
C -2.328 3.179 -4.640 0.044 -0.018 -0.021 0.63
H -3.097 1.432 -5.615 0.013 -0.007 0.009 0.18
H -4.364 2.718 -7.304 -0.011 0.002 -0.002 0.37
H -4.315 5.188 -7.265 0.004 0.004 -0.012 0.36
H -2.981 6.371 -5.556 -0.001 0.007 0.003 0.38
H -1.706 5.084 -3.874 0.004 0.005 0.004 0.41
H -1.778 2.608 -3.904 -0.101 0.277 -0.223 -0.16
C -4.672 -1.159 -6.219 0.005 -0.059 0.062 -0.08
C -5.609 -1.965 -6.850 0.001 0.031 -0.039 -0.48
C -5.874 -3.237 -6.364 -0.017 -0.008 -0.003 -0.36
C -5.207 -3.702 -5.241 -0.006 -0.012 0.002 -0.39
C -4.272 -2.898 -4.607 0.037 0.001 0.044 -0.47
C -4.001 -1.628 -5.096 -0.019 0.070 -0.057 -0.31
H -4.467 -0.168 -6.603 0.001 0.007 -0.005 0.23
H -6.134 -1.600 -7.724 0.001 0.001 -0.013 0.35
H -6.601 -3.865 -6.861 -0.013 0.000 -0.001 0.36
H -5.416 -4.693 -4.859 0.004 -0.009 0.004 0.36
H -3.752 -3.260 -3.729 0.017 -0.002 0.001 0.39
H -3.267 -1.003 -4.601 0.001 -0.005 0.015 0.41
```
Forces are in eV/Å.

Computed properties:
gap between HOMO and LUMO: 9.615 eV
spin multiplicity: 1
E_LUMO: 0.286 eV
total energy: -10653.37979 hartree
F_max: 0.03543 Eh/bohr

Entry 2:
Molecular formula: C41H48N5OSSr
Method: DFT, wB97M-V/def2-TZVPD

```
97
Properties=species:S:1:pos:R:3:forces:R:3:mulliken_charge:R:1
Sr 0.188 0.275 -1.363 0.013 0.324 -0.680 2.57
C -5.878 1.744 0.101 0.023 -0.039 0.095 -1.17
C -5.242 0.819 1.145 0.018 0.018 -0.060 -0.99
C -4.049 0.097 0.600 0.007 0.064 0.003 0.37
C -3.978 -1.184 0.147 -0.036 -0.085 -0.070 0.49
C -5.055 -2.224 0.162 0.063 -0.019 0.076 -1.21
C -4.965 -3.125 1.398 -0.038 0.029 -0.076 -1.01
C -2.596 -1.401 -0.284 -0.092 0.176 0.121 -0.30
C -2.048 -2.618 -0.704 -0.180 -0.200 -0.015 -0.17
C -0.711 -2.981 -0.912 0.142 -0.087 0.044 -0.15
C -0.226 -4.339 -1.155 -0.069 -0.019 -0.034 0.49
C -1.087 -5.558 -1.271 -0.015 0.020 0.112 -1.10
C -1.518 -6.094 0.100 -0.013 -0.010 -0.073 -0.80
C 1.134 -4.268 -1.173 0.088 -0.005 -0.033 0.38
C 1.482 -2.869 -0.938 -0.166 -0.091 0.032 -0.22
C 2.777 -2.365 -0.763 0.202 -0.168 -0.019 -0.04
C 3.189 -1.092 -0.355 0.091 0.170 0.135 -0.18
N 2.368 -0.039 -0.172 -0.644 -0.031 -0.021 -0.18
C 3.068 0.981 0.356 0.106 -0.159 0.019 -0.34
C 2.519 2.191 0.801 0.170 0.178 0.104 -0.04
C 1.181 2.579 0.935 -0.141 0.049 0.124 0.07
N 0.114 1.840 0.574 0.039 -0.553 -0.197 -0.44
C -1.009 2.460 0.987 0.182 0.078 0.055 -0.37
C -2.300 1.930 0.891 -0.183 0.147 0.096 -0.19
C -2.712 0.670 0.440 -0.102 -0.210 0.040 -0.11
N -1.906 -0.255 -0.112 0.635 -0.005 0.016 -0.27
C -0.645 3.722 1.633 -0.089 0.034 -0.021 0.72
C 0.712 3.795 1.604 0.072 0.004 0.004 0.31
C 1.589 4.899 2.105 -0.006 0.006 -0.095 -1.10
C 2.064 5.805 0.963 0.005 -0.032 0.099 -1.14
C -1.606 4.681 2.264 0.020 -0.078 0.064 -1.06
C -1.983 4.255 3.688 -0.016 0.061 -0.073 -1.13
C 4.468 0.576 0.490 0.002 0.088 -0.049 0.56
C 4.543 -0.709 0.048 0.028 -0.085 -0.051 0.02
C 5.732 -1.618 0.046 -0.047 -0.027 0.072 -1.10
C 5.765 -2.540 1.271 0.030 0.025 -0.068 -0.86
C 5.555 1.418 1.084 -0.073 -0.053 0.092 -0.95
C 5.514 1.408 2.617 0.043 0.052 -0.070 -1.00
N 0.347 -2.150 -0.814 -0.013 0.465 0.115 -0.54
C 2.117 -5.389 -1.311 0.003 0.006 0.109 -1.04
C 2.637 -5.875 0.047 0.010 -0.006 -0.071 -0.80
H -6.730 2.287 0.518 -0.016 0.008 -0.018 0.38
H -6.220 1.163 -0.756 -0.010 0.020 -0.029 0.31
H -5.147 2.469 -0.258 -0.007 0.013 -0.029 0.28
H -5.986 0.098 1.495 0.005 -0.006 0.009 0.42
H -4.947 1.406 2.019 -0.017 -0.003 0.007 0.38
H -4.987 -2.837 -0.741 -0.024 0.003 -0.008 0.43
H -6.036 -1.742 0.136 -0.004 0.003 -0.025 0.43
H -3.993 -3.618 1.438 0.011 -0.012 0.022 0.17
H -5.743 -3.891 1.392 0.001 -0.012 0.012 0.35
H -5.070 -2.530 2.307 0.004 -0.008 0.022 0.31
H -2.762 -3.430 -0.807 -0.001 0.011 -0.003 0.26
H -0.550 -6.343 -1.809 0.004 0.013 -0.028 0.39
H -1.976 -5.326 -1.863 0.002 -0.013 -0.016 0.41
H -0.646 -6.376 0.690 0.004 -0.001 0.020 0.21
H -2.164 -6.969 0.001 -0.004 -0.005 0.005 0.37
H -2.059 -5.328 0.657 -0.002 0.005 0.022 0.07
H 3.574 -3.093 -0.883 -0.001 0.008 -0.003 0.27
H 3.240 2.910 1.178 0.006 -0.003 -0.010 0.21
H -3.087 2.556 1.302 -0.002 -0.002 -0.009 0.26
H 2.457 4.475 2.619 -0.003 0.013 0.018 0.36
H 1.052 5.495 2.847 -0.001 -0.012 0.012 0.42
H 2.595 5.221 0.211 0.002 0.012 -0.030 0.28
H 2.728 6.590 1.330 0.004 0.014 -0.016 0.37
H 1.209 6.271 0.472 0.003 0.012 -0.025 0.32
H -2.510 4.751 1.654 0.002 0.021 -0.006 0.40
H -1.170 5.683 2.287 0.000 0.005 -0.014 0.46
H -2.421 3.256 3.681 0.000 -0.016 0.022 0.27
H -2.702 4.946 4.134 -0.002 -0.003 0.017 0.36
H -1.095 4.223 4.320 0.001 -0.010 0.022 0.31
H 6.650 -1.027 0.017 0.003 0.002 -0.026 0.38
H 5.724 -2.230 -0.861 0.023 0.014 -0.014 0.40
H 5.818 -1.953 2.189 -0.003 -0.003 0.019 0.21
H 6.626 -3.210 1.239 0.000 -0.010 0.014 0.36
H 4.858 -3.144 1.319 -0.012 -0.009 0.015 0.12
H 5.459 2.446 0.726 0.018 0.003 -0.007 0.37
H 6.530 1.059 0.745 0.001 0.005 -0.021 0.40
H 4.547 1.761 2.974 -0.008 -0.008 0.023 0.24
H 6.293 2.047 3.039 0.005 -0.003 0.014 0.37
H 5.657 0.395 2.994 -0.003 -0.009 0.021 0.22
H 2.961 -5.064 -1.924 -0.003 -0.012 -0.017 0.39
H 1.653 -6.227 -1.838 -0.006 0.012 -0.026 0.38
H 3.105 -5.055 0.592 0.001 0.004 0.024 0.08
H 3.372 -6.675 -0.070 0.004 -0.006 0.003 0.36
H 1.815 -6.250 0.658 -0.002 -0.001 0.021 0.21
O -0.969 0.501 -3.595 0.048 -0.066 0.237 -0.82
N -1.285 1.649 -4.137 -0.164 0.223 -0.265 0.38
C -2.490 1.739 -4.743 -0.096 -0.111 -0.046 -0.18
C -2.921 2.875 -5.371 -0.027 0.045 -0.025 -0.75
C -2.074 3.987 -5.386 0.079 -0.048 0.053 -0.10
C -0.856 3.895 -4.764 -0.209 -0.013 -0.097 -0.82
C -0.425 2.721 -4.104 0.024 0.080 -0.020 0.27
S 1.065 2.637 -3.307 0.257 -0.149 0.282 -0.42
H -3.066 0.828 -4.678 0.010 -0.006 0.010 0.43
H -3.895 2.891 -5.838 -0.014 -0.033 0.011 0.38
H -2.378 4.904 -5.874 0.021 0.014 0.002 0.36
H -0.174 4.732 -4.743 0.029 -0.001 0.019 0.38
```
Forces are in eV/Å.

Computed properties:
energy relative to the best compared isomer or geometry (same formula, charge and spin): 0.0 kcal/mol
gap between HOMO and LUMO: 5.801 eV
spin multiplicity: 1
charge: -1
E_LUMO: 2.074 eV
total energy: -2369.24750 hartree
F_max: 0.01465 Eh/bohr